# 1
{
  "formula": "C28H77N7O7",
  "method": "the ωB97M-V functional and the def2-TZVPD basis",
  "homo_ha": -0.3303,
  "total_energy_ha": -2022.7680,
  "species": ["C", "C", "C", "O", "C", "N", "H", "H", "H", "H", "H", "H", "H", "H", "H", "H", "H", "C", "C", "C", "O", "C", "N", "H", "H", "H", "H", "H", "H", "H", "H", "H", "H", "H", "C", "C", "C", "O", "C", "N", "H", "H", "H", "H", "H", "H", "H", "H", "H", "H", "H", "C", "C", "C", "O", "C", "N", "H", "H", "H", "H", "H", "H", "H", "H", "H", "H", "H", "C", "C", "C", "O", "C", "N", "H", "H", "H", "H", "H", "H", "H", "H", "H", "H", "H", "C", "C", "C", "O", "C", "N", "H", "H", "H", "H", "H", "H", "H", "H", "H", "H", "H", "C", "C", "C", "O", "C", "N", "H", "H", "H", "H", "H", "H", "H", "H", "H", "H", "H"],
  "positions_angstrom": [[-4.43, -1.97, -6.53], [-3.76, -1.00, -5.48], [-4.56, 0.27, -5.32], [-4.64, 1.15, -6.45], [-5.44, 2.27, -6.07], [-3.69, -1.77, -4.22], [-4.24, -1.45, -7.47], [-5.51, -2.06, -6.45], [-3.97, -2.95, -6.63], [-2.73, -0.75, -5.70], [-4.10, 0.80, -4.47], [-5.59, 0.14, -4.96], [-5.42, 2.95, -6.92], [-5.10, 2.70, -5.13], [-6.45, 1.87, -6.01], [-2.96, -1.32, -3.67], [-4.47, -1.50, -3.61], [2.31, -2.32, -0.62], [3.74, -2.43, -0.10], [3.80, -1.74, 1.26], [5.17, -1.81, 1.69], [5.26, -1.43, 3.05], [4.06, -3.87, -0.01], [2.27, -2.67, -1.66], [2.00, -1.28, -0.60], [1.60, -2.93, -0.08], [4.50, -1.97, -0.74], [3.14, -2.33, 1.90], [3.47, -0.70, 1.19], [6.29, -1.08, 3.20], [5.16, -2.30, 3.70], [4.62, -0.57, 3.23], [3.86, -4.33, -0.89], [5.06, -3.93, 0.17], [8.00, 1.24, 1.09], [7.04, 1.95, 0.13], [5.74, 1.15, 0.13], [5.00, 1.66, -1.02], [3.87, 0.96, -1.47], [6.83, 3.34, 0.53], [7.49, 1.15, 2.06], [8.83, 1.92, 1.31], [8.31, 0.22, 0.88], [7.50, 2.03, -0.85], [5.13, 1.22, 1.03], [6.00, 0.09, 0.10], [3.57, 1.29, -2.47], [2.96, 1.23, -0.92], [4.16, -0.09, -1.58], [6.48, 3.28, 1.49], [6.01, 3.73, 0.07], [6.27, 4.74, 5.37], [5.23, 3.65, 5.48], [5.28, 2.58, 4.38], [5.33, 3.09, 3.07], [4.10, 3.64, 2.61], [5.37, 3.01, 6.78], [6.02, 5.34, 4.50], [7.29, 4.33, 5.32], [6.29, 5.29, 6.31], [4.27, 4.16, 5.31], [4.44, 1.91, 4.61], [6.25, 2.11, 4.51], [4.25, 3.80, 1.54], [3.88, 4.58, 3.11], [3.35, 2.83, 2.56], [4.65, 2.33, 7.02], [5.25, 3.64, 7.57], [-4.26, -6.37, 0.69], [-4.43, -4.85, 0.63], [-3.21, -4.10, 1.25], [-3.48, -2.74, 0.87], [-3.33, -1.78, 1.90], [-4.84, -4.48, -0.74], [-4.40, -6.63, 1.74], [-3.28, -6.70, 0.33], [-5.03, -6.95, 0.18], [-5.30, -4.55, 1.22], [-2.22, -4.47, 0.98], [-3.40, -4.25, 2.32], [-3.67, -0.86, 1.44], [-2.37, -1.67, 2.41], [-4.07, -2.04, 2.67], [-4.26, -4.92, -1.44], [-4.53, -3.50, -0.70], [-0.69, -1.06, -2.33], [-1.72, -0.30, -1.49], [-1.14, 0.10, -0.13], [-0.05, 0.99, -0.20], [0.67, 1.10, 1.00], [-2.31, 0.80, -2.27], [0.29, -0.57, -2.30], [-1.03, -1.12, -3.36], [-0.47, -2.04, -1.90], [-2.53, -0.97, -1.19], [-0.86, -0.80, 0.44], [-1.95, 0.54, 0.47], [1.59, 1.65, 0.83], [0.81, 0.10, 1.43], [0.09, 1.59, 1.79], [-1.52, 1.34, -2.60], [-2.85, 1.37, -1.62], [-6.42, -0.45, 0.57], [-6.77, 0.73, -0.33], [-5.66, 1.76, -0.54], [-5.16, 2.30, 0.65], [-4.06, 3.15, 0.51], [-7.31, 0.21, -1.57], [-7.25, -1.12, 0.79], [-6.08, -0.03, 1.52], [-5.59, -0.99, 0.11], [-7.57, 1.22, 0.24], [-6.15, 2.57, -1.10], [-4.87, 1.39, -1.20], [-3.12, 2.64, 0.26], [-4.08, 3.83, 1.35], [-4.07, 3.82, -0.37], [-8.06, 0.77, -1.96], [-7.71, -0.71, -1.45]],
  "mulliken_charge": [-1.525, 0.718, -0.536, -0.420, -0.687, -0.734, 0.360, 0.300, 0.412, 0.366, 0.193, 0.357, 0.268, 0.265, 0.303, -0.088, 0.291, -1.269, 0.551, -0.530, -0.375, -0.846, -0.796, 0.470, -0.025, 0.522, 0.194, 0.570, 0.143, 0.234, 0.357, 0.327, 0.248, 0.267, -1.233, 0.352, 0.101, -0.453, -0.334, -0.821, 0.027, 0.374, 0.410, 0.321, -0.065, 0.311, 0.385, -0.068, 0.210, 0.255, 0.347, -1.400, 0.475, -0.758, -0.085, -1.127, -0.719, 0.287, 0.309, 0.412, 0.276, 0.339, 0.301, 0.249, 0.410, 0.400, 0.226, 0.255, -1.557, 0.644, -0.858, -0.013, -0.622, -0.744, 0.393, 0.354, 0.407, 0.178, 0.352, 0.390, -0.205, 0.294, 0.470, 0.276, 0.251, -1.231, 0.394, -0.858, -0.422, -0.605, -0.237, 0.192, 0.450, 0.250, 0.257, 0.514, 0.288, 0.042, 0.325, 0.415, 0.320, -0.054, -1.417, 0.410, -0.018, -0.357, -0.619, -0.545, 0.447, 0.388, 0.185, 0.163, 0.410, -0.195, 0.085, 0.322, 0.368, 0.238, 0.231]
}

# 2
{
  "formula": "C28H80N12O14",
  "method": "the ωB97M-V functional and the def2-TZVPD basis",
  "homo_ha": -0.3115,
  "total_energy_ha": -2824.9693,
  "species": ["C", "O", "C", "C", "N", "C", "C", "O", "C", "H", "H", "H", "H", "H", "H", "H", "H", "H", "H", "H", "H", "H", "H", "H", "C", "O", "C", "C", "N", "C", "C", "O", "C", "H", "H", "H", "H", "H", "H", "H", "H", "H", "H", "H", "H", "H", "H", "H", "C", "O", "C", "C", "N", "C", "C", "O", "C", "H", "H", "H", "H", "H", "H", "H", "H", "H", "H", "H", "H", "H", "H", "H", "C", "O", "C", "C", "N", "C", "C", "O", "C", "H", "H", "H", "H", "H", "H", "H", "H", "H", "H", "H", "H", "H", "H", "H", "C", "O", "N", "N", "H", "H", "H", "H", "C", "O", "N", "N", "H", "H", "H", "H", "C", "O", "N", "N", "H", "H", "H", "H", "C", "O", "N", "N", "H", "H", "H", "H", "O", "H", "H", "O", "H", "H"],
  "positions_angstrom": [[-7.34, -11.01, -17.04], [-7.02, -11.62, -15.84], [-7.19, -10.85, -14.62], [-8.64, -10.76, -14.09], [-8.91, -9.57, -13.13], [-7.99, -9.55, -11.92], [-8.04, -8.23, -11.09], [-7.07, -7.32, -11.43], [-7.07, -6.87, -12.79], [-7.24, -9.94, -16.85], [-8.38, -11.12, -17.34], [-6.73, -11.37, -17.87], [-6.78, -9.84, -14.61], [-6.53, -11.49, -14.03], [-8.77, -11.64, -13.47], [-9.34, -10.78, -14.92], [-9.88, -9.78, -12.97], [-6.92, -9.57, -12.10], [-8.29, -10.44, -11.38], [-7.75, -8.41, -10.05], [-9.05, -7.86, -10.92], [-7.93, -6.23, -13.00], [-6.88, -7.67, -13.51], [-6.13, -6.33, -12.74], [-4.31, -13.43, -15.32], [-3.68, -13.56, -14.07], [-2.27, -13.93, -14.08], [-1.88, -14.37, -12.62], [-1.79, -15.76, -12.41], [-3.09, -16.45, -12.79], [-3.02, -17.93, -12.68], [-2.02, -18.51, -13.51], [-2.07, -19.92, -13.40], [-4.02, -14.22, -16.00], [-4.00, -12.54, -15.85], [-5.38, -13.59, -15.17], [-1.78, -12.98, -14.28], [-1.96, -14.72, -14.76], [-2.51, -13.99, -11.82], [-0.94, -13.94, -12.27], [-1.23, -16.14, -13.16], [-3.47, -16.19, -13.77], [-3.85, -16.25, -12.04], [-3.98, -18.31, -13.03], [-2.94, -18.11, -11.61], [-2.11, -20.24, -12.36], [-1.17, -20.37, -13.81], [-2.87, -20.36, -14.00], [2.33, -22.94, -17.80], [2.74, -22.08, -16.71], [2.75, -20.63, -17.10], [4.00, -20.05, -16.42], [3.78, -19.77, -14.98], [3.02, -18.52, -14.92], [2.41, -18.44, -13.53], [1.48, -19.51, -13.19], [1.20, -19.71, -11.76], [2.80, -22.61, -18.73], [1.27, -22.86, -18.05], [2.53, -23.97, -17.52], [1.84, -20.08, -16.86], [2.96, -20.57, -18.17], [4.27, -19.21, -17.05], [4.74, -20.85, -16.42], [3.11, -20.48, -14.73], [2.17, -18.44, -15.60], [3.69, -17.68, -15.05], [1.93, -17.46, -13.50], [3.19, -18.24, -12.80], [0.85, -18.76, -11.34], [2.02, -20.13, -11.19], [0.40, -20.45, -11.70], [0.29, -3.85, -21.48], [-0.86, -4.70, -21.55], [-0.88, -5.94, -20.89], [-1.21, -5.75, -19.41], [-1.03, -7.03, -18.68], [-1.36, -7.17, -17.25], [-0.88, -8.55, -16.83], [-1.50, -8.97, -15.64], [-1.24, -10.30, -15.19], [0.01, -2.83, -21.24], [0.76, -3.84, -22.46], [1.03, -4.18, -20.76], [0.13, -6.29, -21.09], [-1.65, -6.56, -21.33], [-2.27, -5.57, -19.23], [-0.50, -5.05, -18.97], [-1.40, -7.74, -19.29], [-2.40, -7.02, -16.97], [-0.77, -6.50, -16.63], [0.20, -8.50, -16.69], [-1.02, -9.28, -17.63], [-1.40, -11.02, -16.00], [-1.87, -10.57, -14.35], [-0.28, -10.47, -14.70], [-1.36, -17.02, -16.13], [-1.25, -16.10, -16.85], [-0.42, -17.20, -15.27], [-2.28, -17.94, -16.03], [-0.46, -17.77, -14.43], [0.02, -16.30, -15.28], [-2.17, -18.60, -15.27], [-3.10, -17.86, -16.60], [-3.57, -16.07, -8.85], [-3.63, -17.25, -9.08], [-3.86, -15.42, -7.80], [-3.20, -15.21, -9.79], [-3.84, -14.43, -7.96], [-4.23, -15.87, -6.97], [-2.90, -14.28, -9.53], [-3.05, -15.62, -10.70], [-3.72, -20.78, -9.33], [-3.50, -21.94, -9.59], [-4.83, -20.47, -8.93], [-2.94, -19.81, -9.52], [-5.02, -19.54, -8.60], [-5.42, -21.26, -8.71], [-3.48, -18.96, -9.55], [-1.98, -19.92, -9.80], [-4.21, -10.65, -11.26], [-3.51, -10.21, -12.13], [-4.68, -9.98, -10.24], [-4.46, -11.87, -11.15], [-4.08, -9.18, -10.10], [-4.99, -10.50, -9.43], [-4.27, -12.37, -12.01], [-4.96, -12.31, -10.39], [-5.71, -21.56, -13.54], [-5.18, -22.18, -14.04], [-5.23, -21.46, -12.71], [-3.25, -22.90, -12.15], [-2.30, -22.76, -12.08], [-3.59, -22.68, -11.29]],
  "mulliken_charge": [-0.800, -0.350, -0.125, -0.633, -0.387, -0.486, -0.716, -0.374, -0.412, 0.361, 0.259, 0.270, 0.333, -0.047, 0.361, 0.386, 0.263, 0.176, 0.550, 0.319, 0.355, 0.289, 0.094, 0.284, -0.746, -0.278, 0.100, -0.045, -0.405, -1.068, -0.438, -0.086, -0.574, 0.321, 0.230, 0.274, 0.063, 0.049, -0.249, 0.414, 0.039, 0.297, 1.035, 0.490, 0.002, -0.196, 0.466, 0.346, -0.740, -0.327, -0.425, -0.780, -0.498, -0.305, -0.845, -0.224, -0.860, 0.309, 0.304, 0.245, 0.225, 0.479, 0.402, 0.375, 0.302, 0.246, 0.343, 0.354, 0.535, 0.349, 0.441, 0.121, -0.730, -0.411, -0.546, -0.390, -0.205, -0.651, -0.527, -0.200, -0.496, 0.254, 0.277, 0.349, 0.413, 0.322, 0.262, 0.277, 0.196, 0.345, 0.235, 0.281, 0.341, 0.305, 0.045, 0.277, 0.363, -0.688, -0.153, -0.289, 0.283, 0.221, 0.166, 0.230, 0.262, -0.674, -0.358, -0.246, 0.124, 0.266, 0.302, 0.083, 0.567, -0.910, -0.291, -0.221, 0.171, 0.235, 0.361, 0.147, 0.699, -0.700, -0.369, -0.186, 0.282, 0.166, -0.040, 0.135, -0.650, 0.320, 0.305, -0.650, 0.283, 0.395]
}

no.,LUMO energy (eV),orbital gap (eV)
1,0.350,9.34
2,-0.379,8.10